The following is a DFT calculation (wB97M-V/def2-TZVPD) of the molecule C29H27N7O4S.

Summary:
LUMO energy = 0.25 eV
E = -59967.341 eV
Kohn-Sham gap = 7.75 eV
HOMO energy = -7.50 eV
SMILES = Cc1cc(Nc2ncnc3ccc(-c4ccc(CNCCS(C)(=O)=O)o4)cc23)ccc1Oc1ccn2ncnc2c1

Last columns: bonded neighbours and bond lengths (Å).
Geometry (Å):
1 C -3.623 -4.104 -0.259  C2 1.497, H42 1.086, H43 1.090, H44 1.089
2 C -2.806 -2.984 0.305  C1 1.497, C3 1.386, C31 1.395
3 C -1.424 -2.981 0.206  C2 1.386, C4 1.394, H45 1.077
4 C -0.668 -1.925 0.713  C3 1.394, N5 1.385, C29 1.398
5 N 0.706 -1.820 0.568  C4 1.385, C6 1.356, H46 1.014
6 C 1.601 -2.702 0.059  N5 1.356, N7 1.322, C28 1.439
7 N 1.214 -3.920 -0.279  C6 1.322, C8 1.335
8 C 2.140 -4.761 -0.745  N7 1.335, N9 1.299, H47 1.084
9 N 3.406 -4.532 -0.929  C8 1.299, C10 1.354
10 C 3.846 -3.289 -0.621  N9 1.354, C11 1.409, C28 1.420
11 C 5.201 -2.965 -0.832  C10 1.409, C12 1.366, H48 1.079
12 C 5.666 -1.709 -0.563  C11 1.366, C13 1.410, H49 1.079
13 C 4.800 -0.717 -0.057  C12 1.410, C14 1.448, C27 1.383
14 C 5.254 0.636 0.187  C13 1.448, C15 1.373, O26 1.354
15 C 6.419 1.302 -0.102  C14 1.373, C16 1.413, H50 1.071
16 C 6.228 2.641 0.308  C15 1.413, C17 1.366, H51 1.071
17 C 4.967 2.706 0.827  C16 1.366, C18 1.502, O26 1.346
18 C 4.146 3.819 1.413  C17 1.502, N19 1.453, H52 1.096, H53 1.094
19 N 2.732 3.723 1.091  C18 1.453, C20 1.453, H54 1.017
20 C 2.453 3.880 -0.325  N19 1.453, C21 1.517, H55 1.097, H56 1.103
21 C 1.001 3.539 -0.602  C20 1.517, S22 1.819, H57 1.085, H58 1.085
22 S 0.836 1.727 -0.610  C21 1.819, C23 1.811, O24 1.435, O25 1.448
23 C -0.880 1.429 -1.106  S22 1.811, H59 1.082, H60 1.082, H61 1.084
24 O 1.710 1.179 -1.608  S22 1.435
25 O 1.007 1.214 0.733  S22 1.448
26 O 4.379 1.497 0.759  C14 1.354, C17 1.346
27 C 3.474 -1.026 0.184  C13 1.383, C28 1.397, H62 1.078
28 C 2.972 -2.299 -0.099  C6 1.439, C10 1.420, C27 1.397
29 C -1.318 -0.884 1.381  C4 1.398, C30 1.378, H63 1.079
30 C -2.691 -0.881 1.493  C29 1.378, C31 1.389, H64 1.080
31 C -3.437 -1.910 0.934  C2 1.395, C30 1.389, O32 1.390
32 O -4.824 -1.916 1.029  C31 1.390, C33 1.351
33 C -5.509 -0.839 0.588  O32 1.351, C34 1.420, C41 1.378
34 C -6.881 -0.792 0.955  C33 1.420, C35 1.359, H65 1.077
35 C -7.672 0.236 0.549  C34 1.359, N36 1.346, H66 1.078
36 N -7.135 1.215 -0.202  C35 1.346, N37 1.335, C40 1.388
37 N -7.729 2.308 -0.687  N36 1.335, C38 1.319
38 C -6.759 2.915 -1.342  N37 1.319, N39 1.337, H67 1.071
39 N -5.573 2.298 -1.320  C38 1.337, C40 1.329
40 C -5.804 1.209 -0.594  N36 1.388, N39 1.329, C41 1.395
41 C -4.976 0.157 -0.201  C33 1.378, C40 1.395, H68 1.077
42 H -2.987 -4.830 -0.755  C1 1.086
43 H -4.352 -3.721 -0.972  C1 1.090
44 H -4.175 -4.601 0.538  C1 1.089
45 H -0.913 -3.796 -0.278  C3 1.077
46 H 1.071 -0.911 0.831  N5 1.014
47 H 1.778 -5.751 -0.997  C8 1.084
48 H 5.847 -3.736 -1.221  C11 1.079
49 H 6.702 -1.464 -0.738  C12 1.079
50 H 7.298 0.897 -0.559  C15 1.071
51 H 6.931 3.445 0.229  C16 1.071
52 H 4.229 3.805 2.506  C18 1.096
53 H 4.529 4.779 1.055  C18 1.094
54 H 2.387 2.815 1.396  N19 1.017
55 H 2.658 4.925 -0.590  C20 1.097
56 H 3.076 3.236 -0.969  C20 1.103
57 H 0.689 3.869 -1.588  C21 1.085
58 H 0.347 3.926 0.172  C21 1.085
59 H -1.016 1.825 -2.103  C23 1.082
60 H -1.533 1.917 -0.395  C23 1.082
61 H -1.048 0.359 -1.100  C23 1.084
62 H 2.835 -0.246 0.565  C27 1.078
63 H -0.737 -0.073 1.795  C29 1.079
64 H -3.196 -0.076 2.008  C30 1.080
65 H -7.277 -1.590 1.559  C34 1.077
66 H -8.718 0.328 0.794  C35 1.078
67 H -6.918 3.843 -1.854  C38 1.071
68 H -3.950 0.152 -0.527  C41 1.077

In elementary charge units, the natural (NBO) charges are: -0.6292 -0.0139 -0.2640 0.2333 -0.5977 0.4658 -0.5482 0.2784 -0.4742 0.1801 -0.2022 -0.1562 -0.1019 0.2602 -0.2791 -0.3119 0.2668 -0.2621 -0.6225 -0.2424 -0.6443 2.1596 -0.8640 -0.9395 -0.9978 -0.4170 -0.1071 -0.1723 -0.2702 -0.2462 0.2379 -0.4751 0.3452 -0.2926 0.0477 -0.1655 -0.3146 0.1709 -0.5146 0.3337 -0.3444 0.2206 0.2226 0.2252 0.2620 0.4260 0.1731 0.2288 0.2133 0.2248 0.2277 0.2169 0.2088 0.3816 0.2064 0.2011 0.2462 0.2478 0.2475 0.2451 0.2650 0.2206 0.2324 0.2273 0.2402 0.2339 0.1991 0.2470